Entry 1:
An isolated molecule of C4H10N2O at a distorted geometry, computed with wB97M-V/def2-TZVPD.

Geometry as XYZ:
```
17
Properties=species:S:1:pos:R:3:lowdin_charge:R:1
C 0.8520 -0.5650 1.9986 -0.1344
N 0.6057 0.4588 0.9911 -0.1619
C 1.0449 0.0057 -0.4543 -0.2141
N -0.0292 -0.7187 -1.0287 -0.1001
C -1.3089 -0.0511 -0.7907 -0.2137
C -1.5840 0.9708 -1.8128 -0.2983
O -2.3862 1.8733 -1.7230 0.0306
H 0.1888 -1.4075 1.7985 0.0741
H 1.8836 -0.9417 1.9844 0.0740
H 0.6540 -0.1634 2.9902 0.0785
H 1.0881 1.3171 1.2330 0.1035
H 1.1409 0.9550 -0.9833 0.1139
H 1.9612 -0.5998 -0.4500 0.1203
H -0.0430 -1.6688 -0.6751 0.1016
H -0.9718 0.4655 0.3875 0.1866
H -2.1206 -0.7782 -0.7305 0.1194
H -0.9753 0.8481 -2.7350 0.1201
```

Summary:
**ΔE to the lowest compared entry with this formula, charge and spin**: 308.7 kJ/mol
**SMILES**: CNCNCC=O
**Gap between HOMO and LUMO**: 9.3 eV
**Energy**: -9335.7881 eV

***

Entry 2:
C13H21InN7O2S2 as an isolated structure, computed with wB97M-V/def2-TZVPD.

Geometry as XYZ:
```
46
Properties=species:S:1:pos:R:3:lowdin_charge:R:1
In -1.7438 0.0444 -1.0285 0.4646
C -2.7242 4.1740 1.9238 -0.0234
C -1.4247 3.5121 2.1725 -0.3467
N -0.2595 4.0724 2.1592 0.1105
N 0.6061 3.0373 2.3877 0.0058
C 0.0124 1.8396 2.5189 -0.8156
S 0.7818 0.3673 2.7299 0.5582
N -1.3143 2.1564 2.4188 -0.0936
N -2.3575 1.2334 2.3825 0.0621
H -2.5513 5.2252 1.7080 0.0811
H -3.3834 4.0864 2.7900 0.0817
H -3.2025 3.6894 1.0675 0.0093
H 1.5989 3.1741 2.3452 0.1386
H -2.9826 1.4115 3.1610 0.0984
H -2.8445 1.3973 1.4643 -0.0914
N -1.4586 -1.3207 0.8679 -0.0305
N -2.0849 -2.5457 0.5802 0.0018
C -2.3275 -2.8954 -0.7832 -0.7367
O -2.5300 -4.0776 -1.0132 0.0142
O -2.3326 -1.9271 -1.6241 -0.1347
H -0.4666 -1.4031 1.0772 0.0167
H -1.8973 -0.8370 1.6476 0.0508
H -1.7768 -3.3353 1.1265 0.1252
S -3.4229 1.5811 -0.6125 -0.0948
C 2.0685 -4.0498 -1.1532 -0.1115
N 2.2250 -2.6102 -1.0801 -0.2674
C 2.3484 -2.1863 0.3010 -0.1069
C 1.1011 -1.9439 -1.7291 -0.1741
C 1.3076 -0.4575 -1.9141 -0.2478
C 2.5625 -0.0031 -2.3181 -0.0558
C 2.7920 1.3456 -2.5344 -0.1016
C 1.7625 2.2569 -2.3526 -0.1091
C 0.5136 1.8048 -1.9524 -0.1470
C 0.2598 0.4475 -1.7241 -0.1985
H 2.9227 -4.5385 -0.6813 0.0776
H 2.0219 -4.3669 -2.1958 0.0818
H 1.1488 -4.3989 -0.6534 0.0887
H 3.2389 -2.6300 0.7499 0.0833
H 1.4778 -2.4980 0.9093 0.0768
H 2.4289 -1.1020 0.3626 0.0677
H 0.1642 -2.1249 -1.1789 0.0894
H 0.9578 -2.4066 -2.7102 0.1353
H 3.3614 -0.7236 -2.4455 0.1067
H 3.7741 1.6850 -2.8434 0.0921
H 1.9344 3.3144 -2.5189 0.0928
H -0.2856 2.5261 -1.8047 0.0760
```

Summary:
**Total charge**: -1
**ΔE to the lowest compared entry with this formula, charge and spin**: 0.0 kJ/mol
**Gap between HOMO and LUMO**: 7.2 eV
**Energy**: -55194.6468 eV

***

Entry 3:
An isolated molecule of C5H8O2, computed with wB97M-V/def2-TZVPD.

Geometry as XYZ:
```
15
Properties=species:S:1:pos:R:3:lowdin_charge:R:1
C -2.9584 -0.3136 -0.3264 0.1265
C -1.7992 -0.1665 -0.0344 -0.0714
C -0.4114 -0.6580 -0.0823 -0.3934
O 0.0721 -1.0375 1.2007 -0.0338
C 0.5996 0.2370 -0.8032 -0.1269
C 1.4152 1.1605 0.0959 -0.2692
O 2.3176 0.4377 0.8994 -0.0710
H -3.9104 -0.6461 -0.6575 0.0328
H -0.5526 -1.5491 -0.7105 0.1479
H -0.6822 -1.2598 1.7610 0.1099
H 1.3026 -0.4277 -1.3143 0.1226
H 0.0613 0.8086 -1.5701 0.1244
H 2.0208 1.8189 -0.5362 0.1182
H 0.7520 1.8015 0.7001 0.1225
H 1.7728 -0.2058 1.3777 0.0609
```

Summary:
**ΔE to the lowest compared entry with this formula, charge and spin**: 284.3 kJ/mol
**SMILES**: C#C[C@H](O)CCO
**Gap between HOMO and LUMO**: 10.5 eV
**Energy**: -9406.8861 eV

***

Entry 4:
An isolated ion of composition C9H15N2 and charge +1 at a distorted geometry, computed with wB97M-V/def2-TZVPD.

Geometry as XYZ:
```
26
Properties=species:S:1:pos:R:3:lowdin_charge:R:1
C -0.7054 -0.6473 -0.6869 -0.0383
C 1.4124 0.5905 -0.4017 -0.2690
C 2.3977 0.5221 -1.2099 0.1122
C -1.9707 -1.0602 -0.3158 -0.1410
C 1.2528 -1.7354 0.6109 -0.1068
C 0.7505 -0.8631 1.6969 -0.0228
C 0.5811 2.6811 -1.2478 -0.0354
C 0.5831 -0.5252 0.1096 -0.3549
C -2.4882 -1.6265 0.9551 -0.1220
N -0.7245 2.7382 -1.3608 0.1273
N 1.0210 2.0316 0.0083 0.0766
H 3.0780 1.1937 -1.7080 0.0974
H 2.6281 -0.5322 -1.5490 0.1282
H -2.7537 -1.0881 -1.0221 0.0804
H 2.3576 -1.8307 0.5068 0.1306
H 0.6834 -2.7225 0.6195 0.1539
H -0.1561 -1.2094 2.1601 0.0757
H 1.3583 -0.2312 2.3307 0.1056
H -0.8099 -0.4593 -1.7347 0.0968
H -2.5493 -0.8551 1.8169 0.1073
H -1.9784 -2.4649 1.4388 0.0671
H -3.5328 -2.0529 0.7249 0.1023
H -1.4789 2.6247 -0.7079 0.1190
H -1.0730 3.1699 -2.2302 0.1363
H 0.2554 1.9324 0.7670 0.2031
H 1.8617 2.4200 0.4294 0.1703
```

Summary:
**Total charge**: +1
**ΔE to the lowest compared entry with this formula, charge and spin**: 488.5 kJ/mol
**Gap between HOMO and LUMO**: 9.2 eV
**Energy**: -12544.8235 eV